Entry 1:
The following is a DFT calculation (ωB97M-V/def2-TZVPD) of 10 unconnected molecules or ions with the total composition C48H128B2F8N8O16 in a non-equilibrium geometry.

Geometry as XYZ:
```
210
Properties=species:S:1:pos:R:3:forces:R:3
C -2.8430 0.1511 5.8819 -1.0 0.3 1.2
O -3.5510 -0.7777 6.7135 0.6 -1.8 -0.2
C -4.2951 -1.7168 5.9371 -1.2 1.3 -0.5
C -4.7797 -2.9424 6.6852 0.6 0.3 1.8
N -3.5924 -3.3968 7.4758 1.6 -1.8 0.3
H -2.7864 -3.3999 6.8502 0.1 0.0 -0.2
H -3.2438 -2.7783 8.2164 -0.5 0.5 0.1
C -3.5952 -4.7776 8.1683 -1.5 0.9 0.5
C -2.3275 -5.0382 8.9783 -0.4 0.7 0.3
O -1.8645 -3.8031 9.5084 0.0 0.4 -1.1
C -0.5472 -3.9150 10.0862 -0.9 -1.3 0.2
H -2.3011 0.7831 6.5834 0.2 0.0 -0.1
H -3.6352 0.7654 5.4459 0.5 0.1 -0.7
H -2.1578 -0.3301 5.1825 -0.2 0.0 -0.1
H -3.7802 -2.0598 5.0334 0.5 0.2 0.0
H -5.1777 -1.1523 5.6218 -0.2 -0.3 -0.5
H -5.1174 -3.7644 6.0574 0.2 0.1 -0.2
H -5.5712 -2.7539 7.4102 0.0 0.2 -0.1
H -3.8602 -5.5498 7.4493 0.3 0.0 -0.1
H -4.4258 -4.7148 8.8723 -0.1 0.1 -0.1
H -1.6294 -5.5641 8.3237 0.5 0.1 0.4
H -2.6341 -5.6058 9.8582 0.2 -0.8 -0.4
H -0.6378 -4.5785 10.9500 0.2 0.2 0.3
H -0.2058 -2.9342 10.3968 0.1 0.0 -0.3
H 0.0586 -4.4772 9.3733 0.5 0.6 0.0
C -1.7796 1.6425 2.6038 -0.8 0.0 -0.1
O -0.9432 0.8326 1.7831 0.2 -0.9 -0.4
C 0.4414 0.9212 2.0572 1.1 2.1 0.4
C 1.0859 2.2968 1.6686 -1.2 0.5 0.0
N 1.1798 2.6166 0.1739 1.9 -0.9 -0.5
H 1.2391 3.6414 0.0842 -0.5 0.3 0.4
H 2.1325 2.3693 -0.1145 0.0 -0.4 -0.3
C 0.1485 2.1390 -0.8160 -0.8 -0.5 1.3
C 0.2203 0.6532 -1.2215 0.8 0.4 0.5
O 0.0604 0.5703 -2.6128 0.0 0.7 -0.6
C 0.4646 -0.6155 -3.2211 0.1 -1.5 0.5
H -2.8158 1.2907 2.6661 0.3 -1.1 -0.2
H -2.0211 2.6001 2.1369 1.2 0.6 0.5
H -1.4042 1.5956 3.6258 0.1 0.8 0.0
H 1.0729 0.1168 1.6769 -0.8 -0.3 -0.9
H 0.6938 0.8167 3.1185 -0.6 0.3 0.3
H 2.0224 2.4660 2.2015 0.6 -0.6 -0.9
H 0.5922 3.2014 2.0342 -0.9 -0.5 0.3
H 0.1447 2.7547 -1.7114 0.3 0.2 0.2
H -0.7725 2.2624 -0.2483 -0.2 0.4 -0.4
H -0.5489 0.0908 -0.6845 0.0 -0.1 -0.1
H 1.1987 0.2715 -0.9102 0.1 -0.2 -0.1
H 1.4936 -0.9259 -3.0017 0.3 0.5 0.2
H 0.3738 -0.6104 -4.3058 -0.2 0.6 0.1
H -0.1297 -1.4572 -2.8412 -0.3 -0.1 -0.1
C 7.5351 0.0594 3.7470 0.6 -0.6 -0.1
O 7.2569 0.2440 2.3533 -0.3 0.1 -0.1
C 8.2544 -0.1226 1.4179 -0.5 0.9 0.4
C 7.8211 0.4557 0.0939 -1.3 1.3 -0.9
N 6.2904 0.2857 -0.1461 0.9 -1.8 0.0
H 5.9166 -0.0097 0.7619 0.0 -0.4 0.1
H 5.8258 1.1941 -0.2331 0.2 0.4 -0.8
C 6.0170 -0.7346 -1.2082 -1.4 -0.5 -0.3
C 4.5256 -0.7921 -1.5947 1.1 1.1 1.3
O 3.8208 -0.9240 -0.3608 -0.1 -1.0 -0.7
C 3.4180 -2.2912 -0.1184 -0.6 1.3 0.3
H 6.6695 0.3824 4.3178 0.0 0.1 -0.2
H 8.4275 0.5946 4.0733 -0.1 0.3 -0.2
H 7.7321 -0.9923 3.9692 -0.2 -0.1 -0.1
H 8.3575 -1.2086 1.3632 0.2 -0.1 0.0
H 9.2077 0.3679 1.6283 0.2 -0.3 0.2
H 8.4361 0.0756 -0.7208 -0.5 -0.4 -0.2
H 7.7851 1.5346 -0.0635 1.2 0.2 1.0
H 6.2136 -1.7348 -0.8216 0.7 0.2 0.3
H 6.5976 -0.5821 -2.1163 0.4 0.4 0.3
H 4.3786 -1.6293 -2.2787 -0.3 0.1 -0.1
H 4.2993 0.1838 -2.0262 -0.6 -0.2 -0.2
H 3.1399 -2.2866 0.9338 0.0 -0.4 0.0
H 4.1607 -3.0607 -0.3245 0.3 0.3 0.0
H 2.5426 -2.4934 -0.7361 0.0 -0.2 0.0
C -7.7995 -0.6589 -2.6136 -0.4 0.6 -1.9
O -7.1958 -1.7721 -1.9899 0.6 0.7 0.5
C -8.0428 -2.5047 -1.1585 -0.4 -0.5 0.7
C -7.2222 -3.6095 -0.4762 0.4 0.9 0.4
N -5.7850 -3.1239 -0.2110 -0.3 -2.5 -1.4
H -5.3675 -3.0104 -1.1327 0.0 0.7 -0.1
H -5.7599 -2.2403 0.2867 0.1 0.1 0.0
C -4.9814 -4.2341 0.4900 0.6 2.1 0.9
C -3.4812 -3.9990 0.2755 0.2 -0.5 -1.2
O -3.1524 -2.6236 0.1984 0.1 -0.3 1.6
C -2.2184 -2.2758 1.2843 -0.9 0.8 -1.7
H -8.1591 0.2157 -2.0648 0.0 -0.6 1.1
H -8.6171 -0.9938 -3.2572 -0.2 -0.1 0.2
H -7.0992 -0.1880 -3.3060 0.4 -0.5 0.1
H -8.8689 -2.9551 -1.7157 0.0 -0.1 -0.1
H -8.5115 -1.9378 -0.3477 0.1 0.6 -0.2
H -7.1653 -4.5148 -1.0755 0.2 0.0 0.2
H -7.5878 -3.7878 0.5331 -0.4 -0.4 -0.2
H -5.2814 -5.2339 0.1913 -0.4 0.2 0.0
H -5.1745 -3.9838 1.5330 -0.3 -0.8 0.2
H -3.1315 -4.4685 -0.6513 -0.4 0.1 -0.2
H -2.8896 -4.5243 1.0278 -0.4 0.1 0.3
H -1.4617 -3.0537 1.2432 0.4 0.4 0.5
H -2.7047 -2.1218 2.2491 -0.1 -0.6 0.1
H -1.8962 -1.2770 0.9911 0.6 -0.2 0.1
C -3.6192 -0.7134 -2.9306 -1.0 -1.1 -0.7
O -4.2792 0.5425 -3.0338 0.3 -0.3 0.6
C -3.3513 1.6119 -3.1164 -1.2 0.9 0.2
C -4.1979 2.8657 -3.4065 -0.5 -0.6 -0.8
N -5.0407 2.5899 -4.6307 -0.8 1.1 0.7
H -4.4710 2.2200 -5.3857 0.1 -0.2 0.0
H -5.7720 1.9168 -4.3888 0.0 -0.4 -0.1
C -5.8555 3.7585 -5.2382 -0.6 -1.2 -0.7
C -7.1722 3.9613 -4.5013 0.2 -0.4 1.7
O -7.7801 2.6887 -4.3880 0.5 -0.7 -0.9
C -9.0874 2.6975 -3.8675 -0.9 1.1 1.1
H -4.3562 -1.5183 -2.8480 -0.6 0.4 -0.3
H -3.0280 -0.9624 -2.0456 0.6 1.1 0.0
H -3.1551 -0.8955 -3.9016 0.7 -0.2 0.3
H -2.6364 1.4434 -3.9246 0.4 -0.1 0.3
H -2.9454 1.7823 -2.1174 0.8 -0.1 -0.3
H -3.6855 3.7875 -3.6742 0.5 -0.2 0.5
H -4.8697 3.0088 -2.5622 -0.1 0.3 -0.2
H -6.1007 3.2587 -6.1764 -0.1 0.8 -0.4
H -5.2412 4.6433 -5.3787 0.0 -0.1 0.1
H -7.8650 4.7038 -4.8992 0.4 0.0 -0.6
H -6.9596 4.2821 -3.4734 0.1 0.4 0.1
H -9.5320 1.7094 -3.7823 0.5 -0.2 -0.3
H -9.7908 3.3407 -4.4031 0.2 -0.2 -0.6
H -9.0874 3.1532 -2.8700 0.2 -0.2 0.2
C 1.3601 2.8899 -4.7426 -1.2 0.3 -1.9
O 2.6210 2.2761 -4.9002 0.2 -0.7 0.9
C 3.3951 2.7246 -5.9914 -0.3 -0.3 0.3
C 4.8109 2.1952 -5.8154 0.1 1.0 -0.5
N 4.9522 0.7161 -6.1871 -2.6 0.5 1.0
H 5.8262 0.3031 -5.8788 0.2 0.2 -0.1
H 4.2176 0.3429 -5.5776 0.0 -0.5 -0.1
C 4.6319 0.2838 -7.6187 2.0 -0.6 0.2
C 4.1457 -1.1543 -7.7307 -2.0 0.1 1.0
O 2.8788 -1.2676 -7.0110 0.9 0.5 0.4
C 2.3222 -2.5586 -7.1584 0.2 -0.4 -0.9
H 0.6611 2.3876 -4.0780 0.9 -0.3 0.6
H 0.8221 2.7952 -5.6960 0.0 0.1 -0.2
H 1.3650 3.9659 -4.5595 0.6 0.0 0.4
H 3.4231 3.8159 -5.9850 0.2 0.0 -0.2
H 2.9836 2.3743 -6.9426 -0.3 0.2 -0.1
H 5.0518 2.3497 -4.7639 0.3 -0.5 0.0
H 5.4697 2.8179 -6.4192 0.2 -0.4 -0.1
H 5.6725 0.2909 -7.9472 -0.4 0.2 -1.3
H 4.0128 0.9947 -8.1544 0.0 0.1 0.3
H 4.8461 -1.8857 -7.3235 0.2 0.0 0.0
H 3.9007 -1.4141 -8.7606 0.6 0.2 -0.3
H 1.3296 -2.6566 -6.7227 0.1 0.5 0.2
H 2.9621 -3.3462 -6.7481 0.1 0.1 0.2
H 2.2234 -2.7553 -8.2300 -0.1 -0.2 0.0
C 1.9529 -5.7358 -5.1817 -0.2 1.3 0.7
O 3.2770 -5.5749 -4.6571 -0.1 -0.5 0.3
C 4.0922 -6.7189 -4.6505 -0.4 -1.3 0.6
C 5.4596 -6.2518 -4.2640 0.3 1.0 0.6
N 5.5187 -5.5319 -2.8850 -0.7 0.3 0.8
H 6.4718 -5.2668 -2.6500 0.3 0.1 -0.8
H 4.9741 -4.6707 -2.9335 -0.2 0.1 -0.3
C 5.0900 -6.1762 -1.5276 0.3 0.5 -1.7
C 3.5799 -6.0555 -1.3082 1.0 -1.4 -0.2
O 3.0822 -4.7950 -1.7012 -0.4 -1.1 0.4
C 1.6683 -4.8976 -1.6312 -1.2 0.0 -0.7
H 1.3621 -5.0041 -4.6233 0.0 0.3 -0.3
H 1.4096 -6.6486 -4.9355 0.7 -0.6 -0.5
H 1.9766 -5.4275 -6.2246 -0.3 -0.6 -0.2
H 4.0996 -7.2564 -5.6037 0.4 0.4 -0.3
H 3.7575 -7.5095 -3.9658 -0.4 0.2 0.3
H 5.6239 -5.4429 -4.9773 0.8 0.0 0.1
H 6.2798 -6.9625 -4.2128 -0.3 -0.3 -0.4
H 5.6560 -5.6254 -0.7773 0.0 0.0 0.0
H 5.5387 -7.1594 -1.6603 -0.7 -0.4 0.8
H 3.4249 -6.2996 -0.2526 -0.2 0.4 0.1
H 3.0889 -6.8654 -1.8547 -0.1 0.2 -0.2
H 1.1811 -5.6465 -2.2702 0.9 -0.2 -0.6
H 1.2408 -3.9665 -1.9960 0.0 0.3 0.5
H 1.2620 -5.2572 -0.6822 0.5 0.8 0.6
C -4.2010 7.1370 5.5763 1.2 1.4 -0.3
O -2.7993 6.9557 5.1944 -0.6 -0.6 -0.3
C -1.8985 7.7449 5.9500 0.4 -1.3 0.6
C -0.5371 7.6192 5.2900 -1.0 -1.4 -1.3
N -0.1386 6.1070 5.1939 2.4 0.6 1.2
H -0.7662 5.4154 5.5913 -1.0 0.5 -0.4
H -0.0043 5.9594 4.1940 0.2 -0.6 -0.4
C 1.1411 5.7584 5.9806 1.1 0.0 -0.3
C 1.6814 4.3589 5.6041 -2.1 0.0 -0.7
O 1.8299 4.3441 4.1916 0.6 0.4 0.1
C 3.1847 4.5711 3.7885 0.8 -0.9 0.1
H -4.2252 7.3347 6.6469 -0.4 0.0 0.0
H -4.8898 6.3451 5.2947 0.7 -0.5 0.0
H -4.4946 8.0146 4.9996 -0.4 0.2 0.4
H -1.8057 7.2141 6.9050 -0.1 0.7 0.6
H -2.1922 8.7849 6.0906 0.0 0.0 -0.1
H 0.3091 8.1714 5.6848 -0.2 0.0 0.2
H -0.6920 7.7965 4.2253 0.3 0.7 0.1
H 0.8875 5.9473 7.0224 0.1 -0.4 0.1
H 2.0348 6.3452 5.7630 -0.8 1.0 -0.4
H 0.8642 3.6533 5.7886 0.3 -0.4 0.3
H 2.6005 4.0378 6.0919 -0.1 0.3 0.4
H 3.7550 3.6710 4.0482 0.0 -0.2 -0.3
H 3.7723 5.3411 4.2950 -0.8 0.6 0.2
H 3.2635 4.7279 2.7159 -0.4 0.1 0.0
B -0.1883 5.8513 1.4647 -0.3 2.0 0.8
F 0.4570 5.0262 0.5237 -0.2 -0.2 -0.5
F 0.7863 6.3286 2.3621 0.5 0.2 0.1
F -0.8782 6.9160 0.8875 0.5 -0.7 -0.2
F -1.0669 5.1476 2.2880 -0.6 -1.3 0.1
B 4.4985 3.3701 -0.3901 -0.4 2.6 1.0
F 5.8739 3.2971 -0.2456 0.6 -0.9 -0.5
F 3.9465 3.1632 0.9035 -0.5 -1.2 0.0
F 4.0868 4.6713 -0.7154 0.2 -0.9 -0.7
F 4.0070 2.4094 -1.3074 0.0 -0.5 0.0
```
Positions in Å, forces in eV/Å.

The net charge is +6. The LUMO energy comes out at -10.66 eV. The energy above the lowest of the compared OMol25 structures with the same formula, charge and spin comes out at 2.178 eV.


Entry 2:
The following is a DFT calculation (ωB97M-V/def2-TZVPD) of a molecular structure, C37H52Br6N10O15 in a non-equilibrium geometry.

Geometry as XYZ:
```
120
Properties=species:S:1:pos:R:3:forces:R:3
C 4.6979 -2.5452 -6.6322 0.9 1.1 0.3
Br 6.7313 -2.4826 -6.7047 -1.7 -0.4 0.3
Br 4.1118 -0.8018 -7.3520 0.0 -0.7 0.5
Br 3.9918 -2.8993 -4.7777 0.7 0.2 -1.7
H 4.3260 -3.2531 -7.3729 0.2 -0.2 0.6
C -0.9656 -5.5200 4.6634 0.4 -0.2 -1.0
Br 0.8293 -6.3445 4.7510 -1.1 0.3 0.1
Br -2.3645 -6.8826 4.2396 1.0 1.2 0.3
Br -0.8379 -4.0377 3.3035 -0.4 -1.0 0.9
H -1.1979 -5.0458 5.6169 0.0 -0.3 -0.3
C 8.7498 0.8808 -2.7273 -1.3 -0.1 -0.4
C 8.5992 0.5058 -1.4210 3.3 0.5 1.2
C 7.4846 0.0856 -0.8133 -2.3 -1.5 -0.9
C 6.3673 0.0014 -1.6239 -0.6 -0.4 0.1
C 6.3740 0.4742 -2.9341 0.3 -0.4 0.0
C 7.5735 0.8819 -3.4918 0.7 1.5 -0.3
O 7.6898 1.4476 -4.7542 0.0 -0.5 0.1
O 7.5608 -0.5529 0.4003 0.1 0.6 0.2
H 9.7057 1.1651 -3.1418 -0.1 0.1 0.0
H 9.4286 0.4856 -0.7296 0.7 0.1 -0.3
H 5.5557 -0.6185 -1.2724 -0.6 0.3 0.1
H 5.4949 0.4132 -3.5585 -0.2 0.0 0.0
H 6.8923 1.9194 -5.0051 -0.2 -0.2 0.1
H 6.6914 -0.5548 0.8074 -0.1 -0.1 0.1
C -3.6821 2.1704 5.7388 -0.1 -1.7 -2.5
C -3.8383 2.2250 7.0461 -0.6 2.2 4.3
C -4.3403 3.4175 7.5765 0.0 2.9 0.1
C -4.6992 4.4781 6.7396 -0.9 -1.3 -0.3
C -4.6915 4.3010 5.3458 0.1 0.8 1.3
C -4.1924 3.1370 4.8601 1.3 -0.4 -0.6
O -3.9563 2.9337 3.5328 0.1 -0.8 -0.5
O -4.3339 3.6918 8.9383 0.0 -1.7 0.3
H -3.2041 1.2472 5.4461 0.0 0.1 -1.1
H -3.4952 1.5769 7.8389 0.3 -0.7 -0.6
H -5.1987 5.3421 7.1523 0.3 0.3 0.2
H -4.9387 5.1444 4.7182 -0.2 -0.1 -0.3
H -4.2447 3.6505 2.9630 -0.1 0.3 0.3
H -4.1898 4.6059 9.1940 -0.1 0.1 -0.7
C 5.1544 5.7269 -2.3610 0.6 0.6 1.6
C 6.2113 6.1311 -1.5175 0.3 -1.6 1.0
C 6.6061 5.3499 -0.3812 -0.6 1.2 -1.5
C 5.8817 4.2061 -0.0689 0.4 0.5 0.7
C 4.7414 3.9218 -0.7445 -0.5 0.5 -2.5
C 4.3796 4.6638 -1.9277 -0.7 -1.8 1.5
O 3.1977 4.3067 -2.5460 0.2 1.0 -0.9
O 7.6729 5.7903 0.3495 0.3 0.2 -0.1
H 4.9691 6.4462 -3.1451 -0.6 -0.6 -0.4
H 6.7420 7.0385 -1.7656 0.2 0.0 0.1
H 6.1167 3.5636 0.7668 0.4 0.1 0.2
H 4.2076 3.0237 -0.4708 -0.4 0.0 -0.1
H 2.7890 3.4894 -2.2515 0.5 -0.2 0.4
H 7.6197 5.5236 1.2701 -0.2 -0.2 0.0
C -8.7050 -1.4785 0.1938 0.7 -1.1 0.1
C -7.5790 -2.3103 0.1974 -0.4 -0.6 -1.3
C -6.3867 -2.0319 0.8626 -1.3 -0.9 -0.9
C -6.4527 -0.9959 1.7436 1.7 0.4 0.1
C -7.5143 -0.1301 1.7652 0.8 -0.6 0.7
C -8.6306 -0.4026 0.9910 -0.3 3.8 1.6
O -9.6914 0.4866 1.0404 -1.2 -0.7 -0.6
O -5.2253 -2.7439 0.6522 -0.6 0.3 0.4
H -9.6153 -1.6380 -0.3651 0.2 -0.3 -0.1
H -7.6892 -3.1670 -0.4509 0.5 -0.3 -0.1
H -5.5599 -0.8134 2.3232 0.0 0.3 0.3
H -7.3229 0.6584 2.4778 -1.0 0.5 -0.2
H -9.5423 1.4159 1.2298 0.8 -0.3 0.2
H -5.4740 -3.4809 0.0895 0.2 -0.3 -0.1
C -3.1168 -5.1678 -3.5307 -0.8 -0.2 1.1
C -1.8405 -5.2644 -3.9909 1.0 -0.1 -1.4
C -1.3115 -6.4669 -4.5219 -1.2 0.9 1.4
C -2.0682 -7.6167 -4.3509 -0.4 -0.6 -1.0
C -3.3489 -7.5478 -3.8565 -0.2 1.4 1.3
C -3.8352 -6.3215 -3.3882 -1.2 -1.9 -0.3
O -5.0790 -6.2809 -2.8010 -0.1 0.8 0.2
O -0.0912 -6.5097 -5.0841 0.7 -0.3 -0.5
H -3.5537 -4.2631 -3.1346 0.2 0.2 -0.1
H -1.3196 -4.3207 -4.0571 0.6 -0.1 -0.2
H -1.8415 -8.5953 -4.7477 0.9 0.1 -0.1
H -3.9599 -8.4183 -3.6685 0.1 -0.3 -0.3
H -5.5442 -7.1171 -2.8779 0.2 -0.1 -0.1
H 0.0901 -5.6651 -5.5027 0.1 0.1 0.1
C -0.7720 6.7925 0.1285 2.9 0.7 0.2
O -1.4466 7.5114 0.7746 -2.0 2.8 1.8
N 0.5515 6.9314 -0.1283 1.9 1.5 0.2
N -1.1511 5.6850 -0.3824 -2.6 -4.9 -2.1
H 1.0664 6.1528 -0.5140 0.2 0.7 0.0
H 0.9402 7.8618 -0.0702 0.2 -0.5 0.1
H -2.1324 5.4495 -0.3421 0.3 -0.3 -0.1
H -0.4998 5.1651 -0.9530 -0.8 -0.1 0.0
C -5.4543 2.9353 -1.8634 -1.4 0.2 -0.2
O -4.9365 3.7763 -1.1949 1.8 1.4 1.4
N -4.9690 2.3633 -2.9559 2.4 -0.2 -1.2
N -6.7126 2.5752 -1.7279 -4.1 -1.5 1.2
H -5.5068 1.6502 -3.4274 0.7 0.6 -0.4
H -4.2525 2.9798 -3.3117 0.2 -1.0 -1.0
H -7.0855 1.8633 -2.3396 -0.1 0.2 0.3
H -7.2594 2.7047 -0.8887 0.5 0.2 0.0
C 4.2173 -6.0847 0.2433 -3.8 -2.6 -0.7
O 4.2847 -7.1151 -0.3611 0.3 -2.2 -1.8
N 5.1521 -5.5099 0.8167 7.6 3.8 2.8
N 3.0638 -5.5585 0.6206 -3.8 0.6 -0.4
H 4.9988 -4.6214 1.2719 0.6 -0.4 0.1
H 6.0716 -5.9168 0.7220 0.0 0.6 0.0
H 2.3375 -6.2577 0.5592 -0.5 0.8 0.1
H 2.9867 -4.6664 1.0878 -0.4 -0.6 0.1
C -0.1282 -0.1204 -0.9720 2.6 4.4 -2.1
O 0.6872 0.7703 -1.3773 -1.4 -1.6 0.9
N -1.3336 0.1895 -0.5327 -1.5 0.4 1.0
N 0.1299 -1.3945 -1.0890 0.3 -1.6 0.2
H -1.8518 -0.5405 -0.0651 -0.5 0.7 0.0
H -1.5647 1.1721 -0.4979 -0.2 -0.4 0.3
H 1.0291 -1.5521 -1.5211 -0.2 -0.9 0.5
H -0.5226 -1.9795 -0.5868 0.9 -1.0 -0.6
C 3.0024 -0.4819 3.7019 0.5 -1.2 -2.2
O 3.6975 -1.2554 3.1132 1.8 -1.9 -1.7
N 1.9971 0.1665 3.2113 -4.6 2.8 -2.6
N 3.1480 -0.1712 4.9249 1.6 1.1 7.0
H 1.5951 0.9102 3.7640 0.0 -0.2 -0.3
H 1.6829 0.1788 2.2515 0.5 -0.5 0.1
H 3.9447 -0.4991 5.4521 -0.3 -0.1 -0.3
H 2.4295 0.3020 5.4540 0.3 -0.1 -0.1
```
Positions in Å, forces in eV/Å.

The LUMO energy comes out at -0.77 eV. The energy above the lowest of the compared OMol25 structures with the same formula, charge and spin comes out at 2.432 eV.


Entry 3:
The following is a DFT calculation (ωB97M-V/def2-TZVPD) of 2 unconnected molecules or ions with the total composition C4H11NO2 in a non-equilibrium geometry.

Geometry as XYZ:
```
18
Properties=species:S:1:pos:R:3:forces:R:3
C -0.6522 1.6651 1.9196 0.9 0.8 5.1
C -1.0407 0.3873 1.1828 3.1 2.2 -2.9
C -0.6979 0.9192 -0.3108 0.3 -1.6 -1.1
N 0.6231 0.6178 -0.6064 -0.1 0.3 -0.1
O -1.4489 1.4182 -1.1291 0.2 -0.3 1.1
H -1.2867 2.5466 1.7509 0.2 -0.5 -0.9
H 0.4462 2.0005 1.8832 -1.6 -0.7 -0.4
H -0.8320 1.6316 3.1300 0.5 -0.5 -2.6
H -0.4950 -0.5770 1.3042 -0.4 1.0 0.5
H -2.0516 0.2805 1.1193 -2.8 -0.6 0.4
H 1.1396 0.4743 -1.4725 -1.0 0.8 0.0
H 1.1188 0.2724 0.1665 0.7 -0.6 0.9
C 1.9255 -2.1586 -0.8529 0.5 -2.7 0.7
O 0.6490 -2.3562 -0.2992 -2.0 1.4 -1.4
H 2.3417 -1.2084 -0.6894 0.5 1.5 0.3
H 1.8430 -2.3268 -1.9307 0.7 -0.3 0.1
H 2.5787 -2.8926 -0.2655 -0.6 0.8 -1.4
H 0.0275 -1.9001 -0.9578 1.0 -1.0 1.7
```
Positions in Å, forces in eV/Å.

The LUMO energy comes out at 0.66 eV. The energy above the lowest of the compared OMol25 structures with the same formula, charge and spin comes out at 2.178 eV.